86
Properties=species:S:1:pos:R:3 method="wB97M-V/def2-TZVPD" e_above_lowest_kj_mol=37.3 charge=-2 energy_ha=-3661.7146 gap_ev=5.5 e_lumo_ev=3.9
C -3.27751 0.78685 1.58948
C -6.05411 -4.19858 -1.83490
H -3.36792 -2.69437 0.54844
H 6.20354 -1.71123 0.98964
C 2.03893 -0.25033 -1.74404
H -6.84432 -5.15644 -0.08478
C -2.79944 2.97636 -1.91253
C 4.08954 -1.64325 1.45708
C 1.44916 3.97306 -2.26482
N 3.42579 -0.61585 -1.83982
C -0.95368 -1.71634 1.75747
H 3.75978 -2.54368 0.93042
H -1.21361 2.59220 1.90085
P -0.35244 2.39349 -1.12255
C 0.70339 -3.54806 1.39372
O 0.22896 3.91691 -1.54567
C 3.74757 -0.42936 0.55854
C -0.32324 3.05805 1.48364
H 2.82699 2.19257 0.27252
H -4.59935 2.10935 2.34321
C 5.55760 -1.79767 1.86043
C -3.15358 4.44408 -2.09643
H -3.36691 1.64327 3.41653
O 5.51610 -0.82748 -1.04282
H 1.91151 2.98035 -2.32317
H 1.63693 3.68643 2.14172
C 1.24663 -4.20716 -0.83867
C -6.07224 -4.50480 -0.47960
H -2.36766 2.56990 -2.83453
H 5.84652 -1.03700 2.58842
H 3.46647 -1.54950 2.34659
H 5.42285 0.80730 1.13751
C 2.19641 -0.27333 0.59398
H 3.76847 -0.72574 -2.78115
O -1.87931 2.83883 -0.82937
Na -1.00649 -0.30434 -1.03707
C -4.07977 -2.80502 -1.45899
C -3.32324 -1.85156 -3.34480
C -0.18192 -2.59133 0.87407
S -4.14402 0.63148 0.14573
H 0.12679 -1.69413 3.60345
H 2.64776 4.60491 -0.59249
H 5.71746 -2.77789 2.31665
C 4.33339 0.87814 1.12806
H -3.74046 4.58719 -3.00615
H 1.23767 4.29839 -3.28997
H -2.23510 5.02918 -2.16539
H -5.14099 -4.21098 1.42931
N -0.33179 -2.45519 -0.44990
S -2.41179 -0.96989 -4.43032
H 3.31436 5.05081 -2.17921
S -4.78824 -2.80141 -3.93477
C 2.39650 4.95464 -1.59456
H -0.58585 4.05722 1.12921
H -3.67858 2.38633 -1.65548
H 3.97471 0.97375 2.15543
N -3.64446 1.81846 2.46103
H 1.12943 2.07659 2.68988
H 0.43666 3.53170 3.44947
C -5.10770 -3.96947 0.37263
H 1.78120 -4.82454 -1.54801
H -3.72861 4.80338 -1.24167
C 0.35855 -3.23156 -1.26911
H -1.59246 -1.28157 3.72640
C 4.32117 -0.64632 -0.83003
H -6.79746 -4.60720 -2.50990
C 3.91459 2.11400 0.32817
C -5.06393 -3.35408 -2.31169
N -3.15499 -1.99736 -2.06373
H 0.84336 -3.63721 2.46128
C 1.41665 -4.35697 0.53098
H 1.92104 5.93356 -1.51653
C -4.11577 -3.12758 -0.10214
N 1.48033 -0.15039 -0.53794
O 0.13875 2.25189 0.39019
H -1.10325 -2.97906 3.50213
H 4.30038 3.02157 0.79796
H 0.18604 -3.06515 -2.32962
H 2.10403 -5.09751 0.92447
H 4.30928 2.06923 -0.69067
C 0.79236 3.09959 2.51184
N -1.65146 -0.77003 1.22338
O 1.69323 -0.20522 1.71321
O 1.47252 -0.07666 -2.81542
N -2.28074 0.06976 2.05976
C -0.87701 -1.94102 3.24553